ORCA calculation (ωB97M-V with the def2-TZVPD basis set) on 7 unconnected molecules or ions with the total composition C41H71FNO15S at a distorted geometry.

- maximum force (eV/Å) = 9.43
- net charge = -1
- lowest unoccupied orbital energy (eV) = 0.367

Last column: Löwdin charge in e.
Atoms and positions in Å:
C: -7.89 -0.60 3.37  -0.05
C: -7.07 -0.33 2.14  -0.12
C: -5.75 -1.32 1.94  -0.18
C: -4.33 -0.49 1.79  0.03
C: -3.98 0.79 2.82  -0.03
O: -4.88 1.27 3.88  -0.16
C: -4.42 0.89 5.22  -0.23
C: -4.06 -0.71 5.39  -0.09
C: -2.52 1.58 2.62  0.11
C: -2.10 2.82 3.62  -0.42
O: -2.55 4.08 3.54  -0.11
O: -1.11 2.48 4.70  -0.26
C: -1.45 1.17 1.45  0.05
C: -1.86 -0.10 0.45  0.07
C: -3.28 -0.96 0.62  -0.04
N: -3.47 -2.11 -0.35  0.00
C: -4.53 -1.84 -1.39  -0.28
C: -4.54 -2.88 -2.70  -0.02
O: -5.42 -0.84 -1.36  -0.03
C: -3.62 -3.44 0.34  -0.27
C: -4.91 -4.45 0.30  -0.04
O: -2.53 -3.88 1.03  -0.05
C: -0.78 -0.50 -0.75  -0.15
O: -1.10 -0.99 -1.95  -0.05
C: 0.83 -0.21 -0.44  -0.05
C: 1.90 -1.20 -1.20  -0.11
C: 2.83 -0.40 -2.33  -0.11
F: 2.32 0.99 -2.56  -0.14
C: 1.18 0.91 0.49  -0.10
S: 2.97 1.30 0.92  0.79
C: 4.03 -0.21 1.28  -0.17
O: 3.63 2.24 -0.16  -0.40
O: 2.97 2.15 2.25  -0.41
C: 0.01 1.89 1.17  -0.14
O: 0.23 3.20 1.43  0.02
H: -8.02 -1.68 3.85  0.06
H: -8.47 0.27 3.92  0.06
H: -7.40 0.50 1.37  0.12
H: -6.00 -1.97 0.98  0.09
H: -5.67 -2.10 2.84  0.11
H: -3.55 1.57 5.65  0.13
H: -5.35 1.09 5.95  0.13
H: -4.32 -1.08 6.49  0.09
H: -2.93 -0.83 5.12  0.09
H: -4.77 -1.29 4.66  0.06
H: -5.53 -3.50 -2.75  0.09
H: -4.27 -2.31 -3.70  0.08
H: -3.65 -3.67 -2.54  0.10
H: -5.33 -4.52 1.41  0.10
H: -5.79 -4.12 -0.39  0.08
H: -4.50 -5.54 0.05  0.11
H: 1.30 -2.01 -1.83  0.12
H: 2.57 -1.84 -0.45  0.11
H: 2.72 -0.94 -3.39  0.13
H: 3.98 -0.44 -2.07  0.11
H: 4.66 -0.55 0.32  0.07
H: 4.76 -0.04 2.20  0.08
H: 3.38 -1.17 1.57  0.09
C: -3.14 6.46 7.26  -0.07
C: -4.28 6.58 6.25  -0.51
C: -5.26 5.43 6.40  -0.07
O: -3.74 6.58 4.93  -0.06
H: -2.58 5.54 7.10  0.09
H: -2.43 7.29 7.13  0.08
H: -3.52 6.47 8.28  0.07
H: -4.80 7.53 6.39  0.13
H: -4.77 4.47 6.21  0.08
H: -6.07 5.52 5.66  0.08
H: -5.70 5.41 7.40  0.07
H: -3.28 5.74 4.80  0.05
C: -1.07 -4.43 -5.54  -0.06
C: -1.68 -3.26 -6.30  -0.49
C: -0.62 -2.24 -6.69  -0.05
O: -2.66 -2.63 -5.49  -0.09
H: -0.60 -4.09 -4.62  0.08
H: -1.85 -5.15 -5.26  0.08
H: -0.32 -4.95 -6.15  0.08
H: -2.18 -3.63 -7.20  0.14
H: -0.13 -1.83 -5.81  0.08
H: -1.07 -1.40 -7.23  0.08
H: 0.15 -2.69 -7.33  0.08
H: -2.22 -2.30 -4.69  0.08
C: 8.24 -2.77 0.72  -0.06
C: 7.64 -1.60 -0.04  -0.49
C: 8.70 -0.58 -0.43  -0.06
O: 6.65 -0.96 0.78  -0.10
H: 8.72 -2.43 1.65  0.08
H: 7.46 -3.48 1.00  0.08
H: 8.99 -3.28 0.11  0.08
H: 7.13 -1.96 -0.94  0.14
H: 9.19 -0.16 0.46  0.08
H: 8.24 0.26 -0.96  0.08
H: 9.46 -1.03 -1.07  0.08
H: 7.09 -0.63 1.58  0.09
C: 5.30 2.17 -4.90  -0.06
C: 6.39 1.25 -4.38  -0.50
C: 7.59 1.22 -5.32  -0.07
O: 5.87 -0.07 -4.24  -0.07
H: 4.93 1.83 -5.87  0.08
H: 4.44 2.18 -4.22  0.08
H: 5.67 3.20 -5.00  0.08
H: 6.71 1.58 -3.39  0.14
H: 7.30 0.84 -6.31  0.08
H: 8.36 0.54 -4.94  0.08
H: 8.02 2.21 -5.43  0.08
H: 5.58 -0.37 -5.12  0.09
C: 7.37 0.17 5.88  -0.07
C: 6.31 -0.07 4.82  -0.51
C: 4.92 -0.08 5.42  -0.05
O: 6.56 -1.32 4.18  -0.07
H: 7.36 -0.62 6.64  0.08
H: 8.37 0.17 5.44  0.08
H: 7.22 1.14 6.38  0.08
H: 6.38 0.71 4.05  0.14
H: 4.81 -0.88 6.16  0.08
H: 4.17 -0.26 4.64  0.08
H: 4.69 0.88 5.90  0.09
H: 6.50 -2.02 4.86  0.09
C: -3.61 0.83 -6.18  -0.06
C: -4.66 0.58 -7.25  -0.50
C: -6.06 0.58 -6.65  -0.07
O: -4.42 -0.67 -7.88  -0.07
H: -3.62 0.04 -5.43  0.07
H: -2.60 0.82 -6.63  0.08
H: -3.76 1.79 -5.69  0.08
H: -4.60 1.36 -8.02  0.14
H: -6.17 -0.22 -5.91  0.08
H: -6.81 0.39 -7.42  0.08
H: -6.29 1.53 -6.16  0.08
H: -4.47 -1.36 -7.21  0.08

=====

ORCA calculation (ωB97M-V with the def2-TZVPD basis set) on 8 unconnected molecules or ions with the total composition C41H74BrN7O3 at a distorted geometry.

- maximum force (eV/Å) = 10.22
- lowest unoccupied orbital energy (eV) = 0.205
- structure (SMILES) = COCCCCCCC[C@H](C[C@H](C)Br)OC=O.CCCC#N.CCCC#N.CCCC#N.CCCC#N.CCCC#N.CCCC#N.CCCC#N

Last column: Löwdin charge in e.
Atoms and positions in Å:
C: 2.11 -4.71 3.90  -0.13
O: 1.73 -5.19 2.56  -0.30
C: 2.75 -4.71 1.56  -0.21
C: 2.36 -3.18 1.14  -0.18
C: 3.34 -2.56 -0.07  -0.21
C: 2.56 -1.28 -0.76  -0.21
C: 3.39 0.14 -0.61  -0.21
C: 2.59 1.10 0.49  -0.19
C: 3.41 2.52 0.54  -0.16
C: 2.67 3.75 -0.31  -0.33
C: 3.54 5.13 -0.24  -0.19
C: 3.08 6.19 0.93  -0.68
C: 4.39 7.18 1.20  -0.18
Br: 2.64 5.36 2.69  0.63
O: 1.24 3.90 0.00  -0.10
C: 0.56 4.78 -0.98  -0.08
O: -0.75 5.11 -0.79  -0.08
H: 1.28 -5.05 4.68  0.10
H: 2.17 -3.54 3.98  0.08
H: 3.13 -5.19 4.20  0.10
H: 2.64 -5.48 0.65  0.14
H: 3.80 -4.83 2.07  0.08
H: 1.22 -3.17 0.82  0.12
H: 2.57 -2.50 2.09  0.11
H: 4.39 -2.21 0.38  0.08
H: 3.58 -3.43 -0.83  0.11
H: 1.54 -1.13 -0.19  0.10
H: 2.37 -1.59 -1.89  0.11
H: 3.38 0.73 -1.62  0.10
H: 4.50 -0.07 -0.32  0.11
H: 1.45 1.23 0.24  0.12
H: 2.71 0.60 1.56  0.12
H: 3.62 2.79 1.66  0.08
H: 4.47 2.38 0.00  0.13
H: 2.72 3.39 -1.45  0.15
H: 4.72 4.95 -0.20  0.14
H: 3.37 5.69 -1.28  0.12
H: 2.21 6.90 0.55  0.11
H: 4.07 8.26 1.56  0.09
H: 5.14 7.21 0.29  0.08
H: 4.99 6.67 2.09  0.07
H: 1.06 5.23 -1.94  0.17
C: 7.69 -6.47 3.51  -0.11
C: 8.21 -6.24 2.10  -0.28
C: 8.27 -4.75 1.72  -0.19
C: 6.88 -4.14 1.80  -0.11
N: 5.73 -3.64 1.86  0.14
H: 6.67 -6.11 3.63  0.07
H: 7.69 -7.54 3.74  0.07
H: 8.33 -5.96 4.25  0.08
H: 7.56 -6.77 1.39  0.11
H: 9.21 -6.67 2.01  0.11
H: 8.66 -4.64 0.71  0.11
H: 8.94 -4.21 2.41  0.12
C: -2.22 -3.13 7.73  -0.12
C: -2.33 -2.65 6.28  -0.28
C: -1.16 -3.12 5.41  -0.20
C: 0.15 -2.59 5.96  -0.18
N: 1.23 -2.14 6.42  0.11
H: -1.33 -2.73 8.22  0.07
H: -3.09 -2.79 8.30  0.07
H: -2.18 -4.22 7.77  0.08
H: -2.37 -1.55 6.27  0.11
H: -3.27 -3.01 5.85  0.11
H: -1.29 -2.77 4.38  0.12
H: -1.12 -4.22 5.39  0.11
C: 0.03 -7.89 2.04  -0.12
C: -0.15 -8.22 0.56  -0.28
C: -1.60 -8.58 0.21  -0.20
C: -2.04 -9.80 1.00  -0.17
N: -2.40 -10.81 1.66  0.10
H: -0.21 -8.74 2.68  0.07
H: 1.07 -7.61 2.24  0.06
H: -0.61 -7.04 2.33  0.08
H: 0.51 -9.06 0.30  0.11
H: 0.16 -7.36 -0.04  0.11
H: -1.68 -8.80 -0.86  0.11
H: -2.27 -7.74 0.44  0.11
C: -3.66 4.84 -1.20  -0.11
C: -3.84 4.50 -2.68  -0.27
C: -5.29 4.15 -3.03  -0.21
C: -5.72 2.92 -2.24  -0.17
N: -6.08 1.91 -1.58  0.09
H: -3.90 3.98 -0.56  0.07
H: -2.62 5.11 -1.00  0.02
H: -4.30 5.68 -0.91  0.08
H: -3.18 3.67 -2.93  0.11
H: -3.53 5.36 -3.28  0.11
H: -5.37 3.93 -4.10  0.10
H: -5.96 4.98 -2.80  0.10
C: 3.69 3.61 7.61  -0.12
C: 3.18 2.48 6.72  -0.28
C: 4.30 1.60 6.16  -0.19
C: 5.24 2.45 5.32  -0.17
N: 6.02 3.15 4.61  0.10
H: 4.33 4.30 7.06  0.07
H: 2.86 4.19 8.01  0.07
H: 4.27 3.21 8.46  0.08
H: 2.60 2.91 5.90  0.11
H: 2.49 1.85 7.30  0.11
H: 3.88 0.80 5.55  0.11
H: 4.87 1.14 6.98  0.12
C: -8.69 3.13 -7.12  -0.12
C: -9.00 2.73 -5.68  -0.27
C: -9.68 3.84 -4.88  -0.19
C: -8.77 5.06 -4.82  -0.16
N: -8.02 6.07 -4.77  0.10
H: -7.99 3.98 -7.16  0.06
H: -8.23 2.30 -7.66  0.04
H: -9.61 3.42 -7.65  0.08
H: -8.06 2.44 -5.19  0.11
H: -9.64 1.85 -5.69  0.11
H: -9.88 3.50 -3.86  0.11
H: -10.63 4.12 -5.34  0.12
C: -5.28 2.97 -12.23  -0.12
C: -6.02 3.86 -11.24  -0.28
C: -5.99 3.32 -9.81  -0.19
C: -6.65 1.95 -9.76  -0.17
N: -7.19 0.81 -9.73  0.11
H: -5.73 1.98 -12.30  0.07
H: -5.30 3.41 -13.23  0.07
H: -4.23 2.85 -11.93  0.08
H: -7.06 3.97 -11.57  0.11
H: -5.58 4.86 -11.25  0.11
H: -6.53 3.99 -9.13  0.10
H: -4.96 3.23 -9.45  0.12

=====

Number 1: Kohn-Sham gap 5.3 eV. Number 2: Kohn-Sham gap 9.6 eV.